1.
# C23H23N3O5S

The molecule C23H23N3O5S at a distorted geometry (ωB97M-V/def2-TZVPD, the Open Molecules 2025 dataset).

As for the HOMO-LUMO gap: 0.3097 Ha. Its largest force on an atom is 0.02439 hartree/bohr. As for the structure (SMILES): COc1cccc(/C=N/NC(=O)c2ccc(N(C)S(=O)(=O)c3ccccc3)cc2)c1OC. As for the total energy: -49765.20777 eV.

ORCA input file:
```
! wB97M-V def2-TZVPD RIJCOSX def2/J DEFGRID3
* xyz 0 1
C -0.515 8.470 0.614
O -0.233 7.433 1.520
C -0.191 6.140 1.058
C -0.449 5.809 -0.266
C -0.420 4.492 -0.699
C -0.129 3.485 0.189
C 0.146 3.784 1.525
C 0.120 5.119 1.977
O 0.400 5.278 3.300
C 0.602 6.547 3.881
H 0.910 6.339 4.906
H 1.390 7.103 3.371
H -0.314 7.141 3.890
C 0.464 2.725 2.457
N 0.607 1.521 2.062
N 0.905 0.575 2.958
C 1.086 -0.765 2.713
O 1.240 -1.500 3.673
C 1.087 -1.256 1.320
C 0.879 -2.625 1.132
C 0.880 -3.184 -0.126
C 1.092 -2.387 -1.255
C 1.347 -1.025 -1.063
C 1.348 -0.472 0.201
H 1.560 0.579 0.316
H 1.559 -0.386 -1.905
N 1.056 -2.948 -2.521
S 0.281 -4.435 -2.761
O 0.096 -4.567 -4.175
O 0.985 -5.482 -2.085
C -1.317 -4.193 -1.985
C -2.073 -3.101 -2.360
C -3.315 -2.908 -1.779
C -3.785 -3.811 -0.838
C -3.022 -4.910 -0.478
C -1.777 -5.105 -1.056
H -1.157 -5.949 -0.800
H -3.393 -5.614 0.251
H -4.753 -3.658 -0.385
H -3.916 -2.056 -2.060
H -1.690 -2.419 -3.103
C 1.360 -2.156 -3.688
H 0.682 -1.303 -3.789
H 2.391 -1.800 -3.647
H 1.240 -2.808 -4.550
H 0.756 -4.246 -0.240
H 0.722 -3.243 2.002
H 0.958 0.829 3.950
H 0.584 3.003 3.507
H -0.110 2.451 -0.113
H -0.631 4.270 -1.734
H -0.685 6.584 -0.976
H 0.231 8.524 -0.185
H -1.514 8.365 0.177
H -0.477 9.385 1.203
*
```

---

2.
# C11H26N6O7Pt

A structure of composition C11H26N6O7Pt at a distorted geometry (ωB97M-V/def2-TZVPD, the Open Molecules 2025 dataset).

As for the HOMO-LUMO gap (spin up / spin down): 0.2085 / 0.1997 Ha. Its largest force on an atom is 0.15256 hartree/bohr. As for the total energy: -38335.93130 eV. As for the expectation value of S²: 2.057.

ORCA input file:
```
! wB97M-V def2-TZVPD RIJCOSX def2/J DEFGRID3
* xyz 0 3
O -2.147 0.883 -3.535
H -2.920 1.367 -3.882
Pt -0.966 0.464 -0.642
N -0.186 1.712 0.770
N 0.918 0.963 -1.366
N -1.460 -0.775 0.881
N -0.489 -1.451 -1.262
O -0.606 1.846 1.975
O -1.761 -0.378 2.116
O 0.316 -1.751 -2.272
O 1.577 0.360 -2.292
C 1.433 2.099 -0.847
C 0.816 2.519 0.346
C -1.695 -2.058 0.586
C -1.138 -2.452 -0.655
C 1.251 3.599 1.255
H 1.748 3.199 2.149
H 0.403 4.204 1.593
H 1.959 4.263 0.749
C 2.667 2.666 -1.446
H 2.760 2.406 -2.506
H 3.561 2.291 -0.928
H 2.671 3.758 -1.353
C -2.309 -2.917 1.627
C -1.081 -3.849 -1.162
H -3.270 -2.507 1.970
H -1.651 -3.028 2.503
H -2.499 -3.920 1.223
H -0.555 -3.907 -2.120
H -2.096 -4.246 -1.296
H -0.581 -4.511 -0.439
H -1.328 0.583 2.166
H 0.886 -0.840 -2.398
C -2.325 1.217 -1.672
H -1.431 1.875 -1.756
H -2.515 0.119 -1.553
H -3.223 1.784 -1.439
O -5.156 2.713 -2.186
H -5.863 2.116 -1.881
H -5.317 3.550 -1.723
C 3.468 -0.050 2.861
N 3.189 -1.348 2.292
C 2.287 -1.523 1.301
N 2.171 -2.807 0.818
O 1.556 -0.603 0.874
H 2.749 0.667 2.448
H 4.489 0.271 2.611
H 3.368 -0.082 3.951
H 3.705 -2.153 2.618
H 1.705 -2.877 -0.079
H 2.915 -3.462 1.005
*
```

---

3.
# C4H12N2O

A cluster of 2 separate species, C4H12N2O in total at a distorted geometry (ωB97M-V/def2-TZVPD, the Open Molecules 2025 dataset).

As for the HOMO-LUMO gap: 0.1378 Ha. Its largest force on an atom is 0.04777 hartree/bohr. As for the total energy: -9362.81251 eV.

ORCA input file:
```
! wB97M-V def2-TZVPD RIJCOSX def2/J DEFGRID3
* xyz 0 1
C -1.423 1.091 -0.578
C -0.039 1.443 0.002
C 0.504 0.323 0.891
N 0.441 -0.990 0.307
C 1.156 -1.049 -0.993
N 2.131 -0.041 -1.023
H -1.329 0.386 -1.431
H -1.948 0.497 0.172
H -1.968 1.937 -0.929
H -0.144 2.372 0.587
H 0.687 1.665 -0.754
H 1.508 0.540 1.137
H -0.154 0.304 1.736
H -0.539 -1.291 0.378
H 0.394 -0.935 -1.861
H 1.465 -2.068 -1.092
H -2.893 -1.052 1.848
H 2.996 -0.385 -1.481
O -2.159 -0.700 1.347
*
```

---

4.
# C25H47F3O7

A cluster of 6 separate species, C25H47F3O7 in total at a distorted geometry (ωB97M-V/def2-TZVPD, the Open Molecules 2025 dataset).

As for the HOMO-LUMO gap: 0.3407 Ha. Its largest force on an atom is 0.03514 hartree/bohr. As for the structure (SMILES): C#C[C@@H](CCc1ccccc1)OCCOCC(F)(F)F.CCO.CCO.CCO.CCO.CCO. As for the total energy: -49167.80524 eV.

ORCA input file:
```
! wB97M-V def2-TZVPD RIJCOSX def2/J DEFGRID3
* xyz 0 1
C 2.409 6.627 -0.574
C 2.000 5.507 -0.787
C 1.640 4.037 -0.988
C 0.156 3.934 -1.442
C -0.208 2.604 -2.154
C -0.509 1.418 -1.218
C 0.058 1.201 0.047
C -0.238 0.058 0.839
C -1.140 -0.883 0.328
C -1.768 -0.700 -0.929
C -1.447 0.445 -1.677
O 2.553 3.428 -1.907
C 3.407 2.546 -1.174
C 4.422 1.900 -2.157
O 4.876 0.612 -1.742
C 5.948 0.689 -0.822
C 5.384 0.199 0.573
F 4.471 -0.743 0.300
F 4.834 1.255 1.285
F 6.343 -0.424 1.356
H 2.793 7.481 -0.029
H 1.820 3.571 0.002
H 0.014 4.741 -2.197
H -0.553 4.166 -0.630
H 0.569 2.284 -2.874
H -1.133 2.766 -2.750
H 0.766 1.921 0.476
H 0.277 -0.043 1.805
H -1.354 -1.789 0.914
H -2.472 -1.474 -1.261
H -1.938 0.591 -2.650
H 2.821 1.720 -0.707
H 3.940 3.107 -0.372
H 5.248 2.629 -2.306
H 3.944 1.762 -3.148
H 6.701 -0.068 -1.131
H 6.458 1.669 -0.791
C -1.066 6.856 2.215
C -1.031 5.393 1.814
O 0.297 4.998 1.478
H -0.695 7.482 1.402
H -2.081 7.168 2.466
H -0.420 7.035 3.078
H -1.659 5.222 0.940
H -1.393 4.758 2.629
H 0.848 5.141 2.255
C 8.388 3.078 1.886
C 8.055 2.450 3.216
O 6.850 2.999 3.729
H 8.501 4.159 1.983
H 9.313 2.664 1.479
H 7.576 2.899 1.175
H 8.852 2.641 3.935
H 7.929 1.367 3.119
H 6.158 2.813 3.084
C -4.491 -5.745 -1.659
C -3.611 -4.512 -1.563
O -3.998 -3.539 -2.526
H -4.428 -6.183 -2.658
H -4.191 -6.496 -0.925
H -5.540 -5.488 -1.489
H -2.569 -4.775 -1.752
H -3.679 -4.065 -0.564
H -4.919 -3.300 -2.347
C -8.235 -2.704 -0.089
C -7.977 -2.355 -1.542
O -6.712 -2.861 -1.963
H -7.451 -2.292 0.547
H -9.199 -2.312 0.241
H -8.230 -3.787 0.055
H -7.962 -1.274 -1.679
H -8.756 -2.773 -2.187
H -6.724 -3.820 -1.854
C -2.703 -9.557 1.885
C -3.457 -8.643 0.937
O -3.214 -7.276 1.258
H -3.003 -9.368 2.916
H -2.892 -10.606 1.649
H -1.628 -9.373 1.824
H -4.531 -8.815 1.016
H -3.152 -8.823 -0.099
H -2.266 -7.123 1.179
*
```

---

5.
# C6H11NO2

The molecule C6H11NO2 at a distorted geometry (ωB97M-V/def2-TZVPD, the Open Molecules 2025 dataset).

As for the HOMO-LUMO gap (spin up / spin down): 0.2584 / 0.3105 Ha. Its largest force on an atom is 0.08535 hartree/bohr. As for the total energy: -11980.25287 eV. As for the expectation value of S²: 2.010.

ORCA input file:
```
! wB97M-V def2-TZVPD RIJCOSX def2/J DEFGRID3
* xyz 0 3
C -0.114 0.721 -2.210
C -1.272 0.697 -1.248
C 0.717 0.489 -0.129
C 0.381 0.219 2.301
C -0.124 -1.858 0.681
C 0.732 -0.590 0.999
N 0.981 0.258 -1.483
O -0.117 1.365 -3.245
O -2.152 1.698 -1.432
H -1.629 -0.322 -0.878
H 0.857 1.603 0.138
H 0.569 -0.431 3.104
H -0.709 0.482 2.362
H 1.076 1.025 2.311
H -1.087 -1.670 0.417
H -0.137 -2.517 1.509
H 0.160 -2.260 -0.333
H 1.874 -0.987 1.114
H 1.816 -0.248 -1.868
H -1.822 2.327 -2.110
*
```

---

6.
# C4H11N2O

A cluster of 2 separate species, C4H11N2O in total at a distorted geometry (ωB97M-V/def2-TZVPD, the Open Molecules 2025 dataset).

As for the HOMO-LUMO gap: 0.2308 Ha. Its largest force on an atom is 0.12918 hartree/bohr. As for the total energy: -9348.21359 eV.

ORCA input file:
```
! wB97M-V def2-TZVPD RIJCOSX def2/J DEFGRID3
* xyz -1 1
C 0.896 1.073 -0.093
N -0.438 1.179 -0.950
C 1.740 -0.088 -0.549
C 1.231 -1.465 -0.131
N 2.551 0.481 0.367
C -2.310 -0.038 1.065
O -2.438 -0.691 -0.159
H 1.245 2.074 -0.044
H 0.413 0.902 0.899
H -1.231 0.351 -0.837
H -0.262 1.211 -1.940
H 2.063 0.003 -1.648
H 0.138 -1.363 -0.405
H 1.643 -2.280 -0.808
H 1.479 -1.676 0.921
H -3.226 -0.019 1.554
H -1.603 -0.672 1.754
H -1.891 1.018 1.005
*
```

---

7.
# C4H4NO3

The ion C4H4NO3 with charge -1 at a distorted geometry (ωB97M-V/def2-TZVPD, the Open Molecules 2025 dataset).

As for the HOMO-LUMO gap: 0.3171 Ha. Its largest force on an atom is 0.06981 hartree/bohr. As for the structure (SMILES): O=C([O-])N1CCC1=O. As for the total energy: -11846.33427 eV.

ORCA input file:
```
! wB97M-V def2-TZVPD RIJCOSX def2/J DEFGRID3
* xyz -1 1
C -0.091 1.202 0.064
C 2.186 -0.580 -0.060
C -1.462 0.503 0.177
C -0.674 -0.760 -0.114
N 0.558 0.068 -0.338
O 1.917 -1.590 0.485
O 0.375 2.321 0.263
O 3.024 0.068 -0.584
H -2.014 0.557 1.081
H -2.088 0.873 -0.764
H -0.664 -1.359 0.706
H -1.067 -1.301 -0.916
*
```

---

8.
# C22H26N5O5Ti

A structure of composition C22H26N5O5Ti at a distorted geometry (ωB97M-V/def2-TZVPD, the Open Molecules 2025 dataset).

As for the HOMO-LUMO gap (spin up / spin down): 0.2617 / 0.3042 Ha. Its largest force on an atom is 0.04612 hartree/bohr. As for the total energy: -64043.24455 eV. As for the expectation value of S²: 0.754.

ORCA input file:
```
! wB97M-V def2-TZVPD RIJCOSX def2/J DEFGRID3
* xyz 0 2
Ti 1.371 0.206 0.602
C 3.121 -1.164 1.648
C 2.919 -0.045 2.476
C 3.257 1.112 1.747
C 3.683 0.700 0.463
C 3.584 -0.711 0.392
H 2.956 -2.191 1.926
H 2.535 -0.062 3.482
H 3.179 2.127 2.096
H 4.033 1.359 -0.315
H 3.895 -1.329 -0.435
O 0.687 3.545 -1.643
C 0.369 2.874 -0.680
O 1.153 2.026 -0.079
C -1.017 3.001 -0.087
C -1.991 2.074 -0.853
C -3.413 2.609 -0.737
C -3.710 2.315 0.757
C -2.437 1.568 1.181
O -2.042 0.888 -0.029
C -1.293 2.561 1.405
C -0.111 1.993 2.169
O 0.534 2.694 2.902
O 0.101 0.670 2.002
H -1.323 4.033 -0.252
H -1.661 1.814 -1.856
H -4.083 2.048 -1.388
H -3.485 3.665 -0.997
H -4.590 1.685 0.872
H -3.864 3.218 1.350
H -2.582 0.846 1.981
H -1.606 3.413 2.007
N 2.455 0.278 -4.599
C 1.534 -0.140 -3.671
C 1.744 0.129 -2.302
N 0.902 -0.296 -1.396
C -0.201 -0.950 -1.791
C -0.392 -1.200 -3.133
N 0.472 -0.812 -4.070
H 3.017 1.078 -4.361
H 2.124 0.264 -5.550
H 2.585 0.721 -1.971
H -0.916 -1.238 -1.037
H -1.282 -1.730 -3.451
C -2.926 -2.987 2.141
C -1.561 -2.875 1.544
C -0.809 -3.752 0.782
C 0.379 -3.069 0.482
N 0.364 -1.854 1.030
N -0.826 -1.766 1.659
C 1.545 -3.562 -0.315
H -3.267 -4.020 2.093
H -3.644 -2.369 1.601
H -2.931 -2.677 3.187
H -1.080 -4.754 0.487
H -1.007 -0.869 2.103
H 1.240 -4.387 -0.959
H 2.346 -3.926 0.332
H 1.966 -2.777 -0.941
*
```

---

9.
# C2H2ClOP

A cluster of 2 separate species, C2H2ClOP in total at a distorted geometry (ωB97M-V/def2-TZVPD, the Open Molecules 2025 dataset).

As for the HOMO-LUMO gap (spin up / spin down): 0.2580 / 0.2577 Ha. Its largest force on an atom is 0.10406 hartree/bohr. As for the total energy: -25961.96333 eV.

ORCA input file:
```
! wB97M-V def2-TZVPD RIJCOSX def2/J DEFGRID3
* xyz 0 1
C -1.426 0.018 1.057
C -0.204 -0.180 0.888
O -2.586 0.058 1.157
P 1.502 -0.958 4.216
Cl -0.219 0.019 4.392
H 0.482 0.694 0.989
H 0.090 -1.297 1.006
*
```

---

10.
# C9H15N6

A cluster of 2 separate species, C9H15N6 in total at a distorted geometry (ωB97M-V/def2-TZVPD, the Open Molecules 2025 dataset).

As for the HOMO-LUMO gap (spin up / spin down): 0.2053 / 0.2080 Ha. Its largest force on an atom is 0.11276 hartree/bohr. As for the total energy: -18503.55235 eV.

ORCA input file:
```
! wB97M-V def2-TZVPD RIJCOSX def2/J DEFGRID3
* xyz 1 1
C -0.609 -4.225 -1.096
C 0.510 -1.830 -0.383
C 1.072 -2.713 -1.571
C -0.477 -2.506 0.370
C 1.221 -0.757 -0.728
C -1.901 -2.699 2.274
C -0.351 -0.749 1.952
C -0.771 1.340 -1.853
C 1.604 2.272 -1.680
N 0.320 -3.723 -1.858
N -0.998 -3.696 0.064
N 1.896 -2.036 -2.345
N 2.007 -0.797 -1.801
N -0.927 -1.901 1.471
N 0.451 1.645 -1.074
H -1.026 -5.084 -1.561
H -2.895 -2.727 1.700
H -1.436 -3.711 2.412
H -2.088 -2.197 3.200
H -0.587 -0.783 3.088
H 0.795 -0.854 1.936
H -0.604 0.075 1.408
H -0.556 0.544 -2.602
H -1.566 0.956 -1.125
H -1.099 2.129 -2.360
H 1.254 3.286 -1.773
H 2.542 2.048 -1.074
H 1.643 1.832 -2.650
H 2.770 -0.110 -2.199
H 0.238 2.074 -0.233
*
```

---

11.
# C21H28F3N3O3

The molecule C21H28F3N3O3 (ωB97M-V/def2-TZVPD, the Open Molecules 2025 dataset).

As for the HOMO-LUMO gap: 0.3403 Ha. Its largest force on an atom is 0.01039 hartree/bohr. As for the structure (SMILES): CN(CC1CCOCC1)C(=O)C[C@H]1C(=O)NCCN1Cc1cccc(C(F)(F)F)c1. As for the total energy: -40998.11268 eV.

ORCA input file:
```
! wB97M-V def2-TZVPD RIJCOSX def2/J DEFGRID3
* xyz 0 1
C 0.401 2.752 -0.449
N 0.459 1.626 -1.356
C 0.516 0.330 -0.974
O 0.530 -0.578 -1.790
C 0.556 0.033 0.518
H 1.348 -0.700 0.675
H 0.762 0.920 1.109
C -0.786 -0.601 0.979
N -0.768 -2.030 0.733
C -1.969 -2.570 0.147
C -2.241 -1.788 -1.131
N -2.517 -0.426 -0.745
C -1.890 0.182 0.270
O -2.152 1.324 0.606
H -3.183 0.123 -1.267
H -3.102 -2.192 -1.666
H -1.351 -1.828 -1.769
H -1.793 -3.622 -0.089
H -2.850 -2.494 0.811
C -0.193 -2.819 1.809
C -1.026 -2.829 3.067
C -0.766 -1.922 4.088
C -1.592 -1.869 5.202
C -2.680 -2.722 5.322
C -2.930 -3.637 4.314
C -2.111 -3.690 3.200
H -2.307 -4.419 2.428
H -3.766 -4.313 4.402
H -3.315 -2.669 6.192
C -1.274 -0.909 6.311
F -2.366 -0.486 6.966
F -0.633 0.190 5.885
F -0.473 -1.467 7.244
H 0.089 -1.264 4.028
H -0.071 -3.838 1.431
H 0.799 -2.415 2.028
H -0.914 -0.382 2.051
C 0.458 1.927 -2.773
H 0.274 0.987 -3.299
H -0.360 2.622 -2.990
C 1.789 2.523 -3.250
C 2.946 1.544 -3.040
C 4.233 2.137 -3.615
H 4.507 3.042 -3.049
O 4.105 2.455 -4.982
C 3.080 3.392 -5.207
C 1.719 2.875 -4.737
H 1.462 1.981 -5.308
H 0.958 3.636 -4.920
H 3.315 4.335 -4.686
H 3.077 3.576 -6.283
H 5.054 1.420 -3.554
H 2.721 0.605 -3.548
H 3.086 1.332 -1.980
H 1.995 3.439 -2.682
H 1.341 2.883 0.094
H 0.217 3.653 -1.031
H -0.422 2.637 0.258
*
```